[1]
# C19H25N3OS

The molecule C19H25N3OS (ωB97M-V/def2-TZVPD, the Open Molecules 2025 dataset).

The calculation puts the relative energy (zero: lowest compared OMol25 entry of this formula, charge and spin) at 77.1 kJ/mol. For the lowest unoccupied orbital energy, the calculation gives 0.6335 eV. The value obtained for the HOMO energy is -8.5 eV. The energy comes out at -1376.7378 a.u. The value obtained for the HOMO-LUMO gap is 9.11 eV.

ORCA input file:
```
! wB97M-V def2-TZVPD RIJCOSX def2/J DEFGRID3
* xyz 0 1
C 1.725 -3.410 -2.802
C 2.167 -2.141 -2.139
C 3.359 -2.097 -1.427
C 3.750 -0.932 -0.790
C 2.958 0.197 -0.857
C 1.763 0.167 -1.573
N 0.983 1.330 -1.586
C -0.159 1.594 -2.287
O -0.629 0.862 -3.129
C -0.802 2.923 -1.923
C -2.231 2.736 -1.394
C -2.372 2.002 -0.052
C -1.497 2.592 1.056
C -1.709 1.830 2.363
N -1.354 0.447 2.140
C -1.113 -0.363 3.312
C -0.116 -1.403 2.935
N 0.078 -2.547 3.481
C 1.081 -3.228 2.874
C 1.669 -2.587 1.833
S 0.940 -1.049 1.584
C -2.267 -0.167 1.197
C -2.093 0.503 -0.161
C 1.375 -1.005 -2.211
H 1.014 -3.203 -3.598
H 1.239 -4.060 -2.073
H 2.575 -3.948 -3.216
H 3.983 -2.978 -1.372
H 4.676 -0.903 -0.236
H 3.261 1.103 -0.351
H 1.318 2.050 -0.962
H -0.868 3.505 -2.845
H -0.198 3.483 -1.210
H -2.680 3.727 -1.295
H -2.797 2.184 -2.147
H -3.420 2.119 0.255
H -1.726 3.649 1.199
H -0.445 2.489 0.791
H -1.058 2.242 3.138
H -2.757 1.940 2.698
H -2.017 -0.843 3.721
H -0.686 0.265 4.102
H 1.338 -4.206 3.241
H 2.466 -2.916 1.199
H -2.028 -1.230 1.117
H -3.315 -0.076 1.538
H -2.762 0.047 -0.892
H -1.069 0.330 -0.482
H 0.452 -1.024 -2.765
*
```

These are the Löwdin partial charges, in e, on atoms 1 to 5: -0.043 -0.271 -0.076 -0.096 -0.069



[2]
# C19H26BF9INO3

A cluster of 2 separate species, C19H26BF9INO3 in total (ωB97M-V/def2-TZVPD, the Open Molecules 2025 dataset).

For the lowest unoccupied orbital energy, the calculation gives -0.5454 eV. The value obtained for the HOMO energy is -7.8 eV. The energy comes out at -2241.4026 a.u. The value obtained for the HOMO-LUMO gap is 7.29 eV.

ORCA input file:
```
! wB97M-V def2-TZVPD RIJCOSX def2/J DEFGRID3
* xyz 0 1
C -0.630 0.447 1.975
O -0.457 -0.324 0.815
C 0.915 -0.283 0.376
B 1.261 -1.236 -0.902
I -0.483 -0.959 -2.362
C 1.374 -2.851 -0.619
C 0.662 -3.314 0.615
O -0.437 -3.816 0.595
C 1.344 -3.125 1.947
C 0.571 -2.643 3.007
C 1.146 -2.424 4.253
C 2.499 -2.700 4.451
C 3.269 -3.200 3.406
C 2.696 -3.404 2.152
C 2.578 -0.647 -1.684
F 2.529 0.719 -1.868
F 2.703 -1.173 -2.948
C 3.944 -0.966 -0.983
F 3.766 -1.163 0.353
F 4.448 -2.114 -1.493
C 5.071 0.104 -1.115
F 5.122 0.595 -2.366
F 6.255 -0.514 -0.873
C 4.996 1.279 -0.082
F 5.632 2.350 -0.587
F 3.741 1.640 0.215
F 5.606 0.930 1.061
H 0.062 0.154 2.772
H -1.649 0.285 2.341
H -0.506 1.519 1.760
H 1.550 -0.535 1.235
H 1.147 0.763 0.123
H 0.912 -3.389 -1.448
H 2.413 -3.188 -0.575
H -0.479 -2.444 2.833
H 0.542 -2.031 5.062
H 2.948 -2.521 5.421
H 4.320 -3.415 3.557
H 3.292 -3.775 1.330
C -4.745 1.189 -2.435
N -4.313 2.535 -1.919
C -5.341 3.535 -2.324
C -3.002 2.885 -2.546
C -4.216 2.588 -0.403
C -3.137 1.713 0.176
O -3.416 0.386 -0.185
H -5.037 1.321 -3.475
H -3.920 0.492 -2.363
H -5.587 0.842 -1.844
H -5.417 3.536 -3.408
H -5.039 4.518 -1.971
H -6.294 3.254 -1.883
H -2.271 2.117 -2.304
H -2.680 3.855 -2.172
H -3.142 2.924 -3.624
H -5.200 2.315 -0.023
H -4.011 3.629 -0.150
H -3.115 1.846 1.263
H -2.158 2.024 -0.206
H -2.632 -0.134 0.044
*
```

These are the Löwdin partial charges, in e, on atoms 1 to 5: -0.141 -0.281 -0.214 -0.864 0.801



[3]
# C19H26ClN2O3

The ion C19H26ClN2O3 with charge +1 at a distorted geometry (ωB97M-V/def2-TZVPD, the Open Molecules 2025 dataset).

The calculation puts the relative energy (zero: lowest compared OMol25 entry of this formula, charge and spin) at 0.6 kJ/mol. For the lowest unoccupied orbital energy, the calculation gives -2.1626 eV. The value obtained for the HOMO energy is -11.0 eV. The energy comes out at -1534.7733 a.u. The value obtained for the HOMO-LUMO gap is 8.79 eV.

ORCA input file:
```
! wB97M-V def2-TZVPD RIJCOSX def2/J DEFGRID3
* xyz 1 1
C 0.462 -0.675 -4.464
C 1.322 -1.737 -3.848
C 1.715 -2.824 -4.617
C 2.563 -3.801 -4.130
C 3.045 -3.678 -2.839
Cl 4.134 -4.857 -2.194
C 2.658 -2.615 -2.041
C 1.782 -1.648 -2.527
N 1.380 -0.547 -1.736
C -0.009 -0.452 -1.362
C -0.276 -1.139 -0.017
N 0.554 -0.497 1.028
C 0.215 -0.959 2.396
C -0.909 -0.108 3.006
O -2.078 -0.341 2.257
C -0.520 1.387 3.028
O -0.348 1.936 1.730
C -1.542 2.385 1.054
C -2.499 3.127 1.917
C -2.603 4.444 2.255
C -3.737 4.550 3.097
C -4.239 3.293 3.213
O -3.498 2.417 2.511
C 1.982 -0.660 0.687
C 2.244 -0.046 -0.702
H 0.715 -0.565 -5.515
H 0.610 0.280 -3.967
H -0.595 -0.939 -4.412
H 1.360 -2.896 -5.633
H 2.858 -4.634 -4.747
H 3.068 -2.556 -1.046
H -0.627 -0.921 -2.124
H -0.287 0.607 -1.290
H -1.325 -1.057 0.269
H -0.001 -2.195 -0.078
H 0.331 0.533 1.026
H 1.097 -0.880 3.031
H -0.100 -2.004 2.356
H -1.044 -0.436 4.048
H -2.819 0.151 2.634
H -1.268 1.957 3.587
H 0.441 1.508 3.533
H -2.059 1.524 0.613
H -1.168 3.039 0.264
H -1.958 5.238 1.941
H -4.121 5.441 3.546
H -5.084 2.902 3.744
H 2.595 -0.149 1.431
H 2.216 -1.726 0.703
H 3.282 -0.214 -0.986
H 2.085 1.038 -0.628
*
```

These are the Löwdin partial charges, in e, on atoms 1 to 5: -0.039 -0.205 -0.027 -0.091 -0.665



[4]
# C19H26CrF9N3O5PS4

A structure of composition C19H26CrF9N3O5PS4 at a distorted geometry (ωB97M-V/def2-TZVPD, the Open Molecules 2025 dataset).

The calculation puts the relative energy (zero: lowest compared OMol25 entry of this formula, charge and spin) at 3.8 kJ/mol. For the lowest unoccupied orbital energy (spin up / spin down), the calculation gives 2.2542 / 2.2278 eV. The expectation value of S² is 2.025. The value obtained for the HOMO energy (spin up / spin down) is -5.1 / -3.9 eV. The energy comes out at -5157.7467 a.u. The value obtained for the HOMO-LUMO gap (spin up / spin down) is 7.35 / 6.13 eV.

ORCA input file:
```
! wB97M-V def2-TZVPD RIJCOSX def2/J DEFGRID3
* xyz -1 3
Cr -0.590 0.447 -0.312
N -0.764 1.752 1.299
C -0.679 3.200 1.132
C -1.986 3.831 0.647
C -2.225 3.747 -0.862
C -2.852 2.438 -1.350
N -1.830 1.469 -1.742
H -1.549 1.537 1.913
H 0.094 1.480 1.815
H 0.125 3.397 0.420
H -0.406 3.655 2.095
H -1.965 4.890 0.917
H -2.823 3.369 1.178
H -1.271 3.889 -1.371
H -2.880 4.572 -1.156
H -3.511 2.654 -2.206
H -3.459 1.983 -0.560
H -1.230 1.911 -2.438
H -2.289 0.677 -2.217
C -5.886 -3.760 -1.484
C -5.237 -2.577 -0.787
O -3.937 -2.950 -0.370
P -2.654 -1.995 -0.704
S -2.754 -0.479 0.622
S -2.594 -1.576 -2.628
O -1.501 -3.018 -0.293
C -1.409 -3.444 1.069
C -0.149 -4.266 1.247
H -6.900 -3.513 -1.784
H -5.907 -4.616 -0.816
H -5.303 -4.019 -2.365
H -5.809 -2.269 0.097
H -5.163 -1.727 -1.475
H -2.302 -4.027 1.316
H -1.378 -2.553 1.707
H -0.167 -5.138 0.598
H -0.081 -4.583 2.286
H 0.712 -3.651 1.003
O 3.386 2.671 3.076
S 2.891 1.369 3.441
O 2.538 1.213 4.835
N 1.622 0.905 2.489
C 1.915 -0.217 1.870
S 0.849 -1.016 0.838
C 3.245 -0.763 2.097
C 3.812 -1.905 1.543
C 5.132 -2.194 1.832
C 5.880 -1.368 2.666
C 5.313 -0.231 3.233
C 4.003 0.050 2.937
H 3.224 -2.535 0.896
H 5.592 -3.072 1.399
H 6.908 -1.616 2.879
H 5.887 0.422 3.876
F 3.137 -0.318 -1.094
C 3.162 0.916 -1.598
F 4.075 0.913 -2.589
F 3.628 1.734 -0.662
C 1.736 1.346 -2.070
O 0.955 1.632 -1.056
C 1.154 0.183 -2.945
F 0.329 0.644 -3.894
F 2.059 -0.580 -3.554
F 0.402 -0.627 -2.168
C 1.896 2.612 -2.971
F 0.697 3.167 -3.196
F 2.641 3.540 -2.377
F 2.445 2.385 -4.174
*
```

These are the Löwdin partial charges, in e, on atoms 1 to 5: 0.200 -0.090 -0.233 -0.185 -0.181



[5]
# C19H26F3MnO9

A structure of composition C19H26F3MnO9 at a distorted geometry (ωB97M-V/def2-TZVPD, the Open Molecules 2025 dataset).

The calculation puts the relative energy (zero: lowest compared OMol25 entry of this formula, charge and spin) at 297.8 kJ/mol. For the lowest unoccupied orbital energy (spin up / spin down), the calculation gives 2.0604 / 2.0590 eV. The expectation value of S² is 8.754. The value obtained for the HOMO energy (spin up / spin down) is -3.8 / -3.8 eV. The energy comes out at -2867.3612 a.u. The value obtained for the HOMO-LUMO gap (spin up / spin down) is 5.82 / 5.82 eV.

ORCA input file:
```
! wB97M-V def2-TZVPD RIJCOSX def2/J DEFGRID3
* xyz -1 6
Mn -0.081 0.224 -0.829
C 2.281 2.369 -0.568
O 2.443 1.475 0.533
O 1.452 1.643 -1.437
C 1.889 3.784 -0.169
F 2.467 4.031 1.005
F 2.278 4.751 -1.018
F 0.601 4.014 0.062
C 3.751 1.300 1.082
C 3.916 0.234 2.179
H 4.237 -0.742 1.815
H 4.567 0.600 2.972
H 2.983 0.110 2.729
H 4.074 2.234 1.543
H 4.568 1.006 0.424
H 3.198 2.513 -1.141
C -3.940 -1.503 -0.009
C -5.083 -0.825 -0.174
C -5.216 0.614 -0.754
O -6.346 1.285 -0.927
C -4.148 1.314 -1.214
C -2.837 0.704 -1.155
C -2.726 -0.828 -0.572
O -1.539 -1.108 -0.296
O -1.732 1.184 -1.489
O -6.103 -1.365 0.432
H -3.876 -2.505 0.390
H -4.115 2.281 -1.693
C 2.727 -3.055 0.552
C 1.452 -2.279 0.751
O 1.147 -1.413 -0.098
C 0.605 -2.522 2.002
H 3.424 -2.700 1.311
H 3.280 -2.998 -0.386
H 2.403 -4.061 0.819
H 0.062 -1.596 2.187
H 1.199 -2.723 2.893
H -0.219 -3.200 1.781
C 1.183 -2.297 -4.286
C -0.124 -1.898 -3.560
O -0.126 -0.979 -2.731
C -1.420 -2.672 -3.834
H 1.635 -3.147 -3.775
H 1.793 -1.394 -4.291
H 0.941 -2.611 -5.301
H -1.917 -2.178 -4.668
H -2.043 -2.796 -2.948
H -1.127 -3.683 -4.115
C -2.485 1.941 2.378
C -0.945 1.643 2.170
O -0.566 1.031 1.192
C 0.003 2.444 3.075
H -2.707 2.881 1.872
H -2.803 2.169 3.396
H -3.177 1.241 1.910
H 0.076 3.515 2.887
H 1.030 2.097 2.962
H -0.261 2.442 4.133
*
```

These are the Löwdin partial charges, in e, on atoms 1 to 5: 0.880 -0.403 -0.100 -0.240 -0.583



[6]
# C19H26F5N6O13P2TaTe

A structure of composition C19H26F5N6O13P2TaTe (ωB97M-V/def2-TZVPD, the Open Molecules 2025 dataset).

The calculation puts the relative energy (zero: lowest compared OMol25 entry of this formula, charge and spin) at 119.4 kJ/mol. For the lowest unoccupied orbital energy, the calculation gives -1.4469 eV. The value obtained for the HOMO energy is -9.8 eV. The energy comes out at -3553.8661 a.u. The value obtained for the HOMO-LUMO gap is 8.31 eV.

ORCA input file:
```
! wB97M-V def2-TZVPD RIJCOSX def2/J DEFGRID3
* xyz 0 1
Ta 0.377 1.763 -1.681
N 1.396 0.950 -3.587
C 1.388 1.948 -4.664
C 1.693 3.277 -4.013
O 2.123 4.230 -4.624
N 1.436 3.244 -2.670
C 1.817 4.429 -1.938
C 1.722 4.094 -0.467
O 2.110 4.781 0.429
O 1.100 2.912 -0.274
H 2.354 0.723 -3.331
H 0.919 0.096 -3.860
H 0.396 1.985 -5.115
H 2.127 1.741 -5.435
H 1.163 5.276 -2.158
H 2.837 4.732 -2.175
N -2.358 -0.944 0.724
C -2.970 0.404 0.984
C -3.782 0.333 2.274
P -1.483 1.491 1.184
O -2.055 2.948 0.957
O -0.932 1.260 2.529
O -0.626 1.069 -0.024
P -4.080 0.880 -0.410
O -4.494 -0.571 -0.951
O -5.171 1.740 0.026
O -3.040 1.426 -1.443
H -1.823 -1.246 1.561
H -1.656 -0.930 -0.048
H -3.079 -1.624 0.484
H -3.132 0.076 3.110
H -4.591 -0.398 2.188
H -4.240 1.301 2.465
H -1.773 3.563 1.647
H -4.502 -0.601 -1.924
N 1.668 -0.572 1.993
C 0.737 -1.096 2.424
N -0.362 -1.714 2.925
C -0.685 -1.298 4.315
C 0.271 -1.945 5.297
O 0.255 -3.360 5.168
C 0.659 -3.754 3.871
C -0.282 -3.191 2.822
H -1.706 -1.635 4.515
H -0.651 -0.212 4.357
H -0.021 -1.717 6.321
H 1.288 -1.567 5.132
H 0.649 -4.844 3.850
H 1.683 -3.409 3.671
H -1.291 -3.578 2.982
H 0.044 -3.453 1.815
O 3.489 0.942 -1.422
C 2.844 -0.027 -1.084
N 1.447 -0.070 -1.137
C 1.026 -1.330 -0.783
O -0.124 -1.743 -0.764
C 2.234 -2.176 -0.536
C 2.349 -3.512 -0.218
C 3.632 -3.998 0.024
C 4.745 -3.166 -0.065
C 4.617 -1.826 -0.417
C 3.341 -1.361 -0.651
H 1.480 -4.155 -0.166
H 3.770 -5.040 0.282
H 5.727 -3.576 0.134
H 5.475 -1.174 -0.502
F -3.653 0.100 -3.464
Te -2.681 1.731 -3.336
F -1.130 2.999 -1.673
F -4.308 2.596 -3.345
F -2.632 1.411 -5.167
F -2.051 3.385 -3.892
O -1.022 0.984 -3.050
*
```

These are the Löwdin partial charges, in e, on atoms 1 to 5: 1.955 -0.075 -0.108 -0.514 0.092



[7]
# C19H26N2O3

The molecule C19H26N2O3 (ωB97M-V/def2-TZVPD, the Open Molecules 2025 dataset).

The calculation puts the relative energy (zero: lowest compared OMol25 entry of this formula, charge and spin) at 59.4 kJ/mol. For the lowest unoccupied orbital energy, the calculation gives 0.7177 eV. The value obtained for the HOMO energy is -8.6 eV. The energy comes out at -1074.8807 a.u. The value obtained for the HOMO-LUMO gap is 9.34 eV.

ORCA input file:
```
! wB97M-V def2-TZVPD RIJCOSX def2/J DEFGRID3
* xyz 0 1
O -2.262 0.289 -1.459
C -1.291 -0.334 -1.838
C -0.487 0.088 -3.065
C 0.697 0.972 -2.655
C 1.761 0.167 -1.939
O 1.881 -1.037 -2.105
N 2.584 0.822 -1.074
C 3.416 0.033 -0.181
C 2.867 0.212 1.230
O 2.916 1.566 1.629
C 2.729 2.498 0.653
C 2.743 3.831 1.053
C 2.605 4.844 0.126
C 2.476 4.536 -1.219
C 2.464 3.217 -1.628
C 2.553 2.183 -0.702
N -0.809 -1.437 -1.235
C -1.352 -2.004 -0.006
C -1.315 -0.966 1.124
C -1.460 -1.599 2.507
C -2.904 -1.728 2.999
C -3.928 -2.103 1.924
C -3.452 -3.163 0.929
C -2.752 -2.558 -0.286
H -0.121 -0.789 -3.601
H -1.148 0.662 -3.715
H 0.349 1.790 -2.023
H 1.140 1.395 -3.560
H 3.366 -1.010 -0.493
H 4.448 0.392 -0.235
H 3.457 -0.341 1.964
H 1.828 -0.146 1.265
H 2.868 4.041 2.103
H 2.612 5.872 0.451
H 2.396 5.323 -1.952
H 2.407 2.984 -2.678
H 0.056 -1.819 -1.591
H -0.688 -2.834 0.265
H -0.347 -0.458 1.063
H -2.084 -0.216 0.954
H -0.911 -0.999 3.236
H -0.988 -2.585 2.491
H -2.924 -2.477 3.794
H -3.217 -0.779 3.442
H -4.216 -1.212 1.365
H -4.825 -2.463 2.434
H -2.797 -3.881 1.425
H -4.322 -3.713 0.564
H -2.658 -3.319 -1.065
H -3.363 -1.747 -0.686
*
```

These are the Löwdin partial charges, in e, on atoms 1 to 5: 0.059 -0.499 -0.085 -0.085 -0.412



[8]
# C19H26N2O9

A cluster of 3 separate species, C19H26N2O9 in total at a distorted geometry (ωB97M-V/def2-TZVPD, the Open Molecules 2025 dataset).

For the lowest unoccupied orbital energy, the calculation gives -0.3367 eV. The value obtained for the HOMO energy is -9.8 eV. The energy comes out at -1526.2681 a.u. The value obtained for the HOMO-LUMO gap is 9.49 eV.

ORCA input file:
```
! wB97M-V def2-TZVPD RIJCOSX def2/J DEFGRID3
* xyz 0 1
N 0.508 -1.032 -5.133
C 1.197 -1.903 -4.148
C 1.174 -1.389 -2.716
C 0.789 -2.297 -1.758
C 0.766 -1.969 -0.419
C 1.102 -0.695 -0.108
C 1.495 0.245 -1.048
C 1.551 -0.098 -2.375
C 2.034 0.944 -3.364
C 3.576 0.968 -3.331
O 4.243 1.762 -3.942
C 1.805 1.550 -0.338
O 2.521 2.458 -0.656
N 1.066 1.431 0.906
C 1.153 0.031 1.235
O 1.297 -0.477 2.314
H 1.234 -0.564 -5.666
H 0.068 -1.624 -5.830
H 0.683 -2.867 -4.165
H 2.223 -2.103 -4.484
H 0.519 -3.301 -2.061
H 0.492 -2.662 0.366
H 1.659 0.811 -4.372
H 1.700 1.924 -3.013
H 4.071 0.193 -2.701
H 0.093 1.703 0.817
C 1.146 1.859 4.312
C 0.209 2.445 5.348
O 0.485 1.936 6.662
C 1.536 2.475 7.276
O 2.247 3.343 6.843
O 1.674 1.874 8.461
C 2.821 2.299 9.197
H 1.127 0.773 4.351
H 0.864 2.182 3.314
H 2.175 2.171 4.494
H -0.816 2.154 5.123
H 0.243 3.535 5.350
H 2.846 3.382 9.298
H 3.730 1.943 8.713
H 2.749 1.853 10.186
C -5.596 -1.437 -4.688
C -4.391 -2.343 -4.549
O -3.399 -1.770 -3.687
C -3.653 -1.864 -2.383
O -4.610 -2.390 -1.880
O -2.661 -1.261 -1.725
C -2.842 -1.212 -0.310
H -5.289 -0.440 -5.006
H -6.297 -1.842 -5.418
H -6.117 -1.328 -3.737
H -3.911 -2.468 -5.519
H -4.674 -3.335 -4.196
H -3.038 -2.202 0.097
H -3.655 -0.532 -0.058
H -1.919 -0.834 0.121
*
```

These are the Löwdin partial charges, in e, on atoms 1 to 5: 0.006 -0.195 -0.145 -0.013 -0.004